The following is a DFT calculation (ωB97M-V/def2-TZVPD) of C4H5NO in the gas phase.

Positions of all 11 atoms, in Å:
C: 0.99 -0.98 -0.95
C: 0.11 -0.17 -0.06
C: -1.13 -0.32 0.46
N: -1.50 0.84 1.12
C: -0.49 1.62 0.97
O: 0.53 1.09 0.27
H: 2.04 -0.85 -0.69
H: 0.73 -2.04 -0.88
H: 0.86 -0.66 -1.99
H: -1.79 -1.17 0.39
H: -0.35 2.63 1.34

Properties
Relative energy (zero: lowest compared OMol25 entry of this formula, charge and spin)   29.6 kJ/mol
SMILES   Cc1cnco1
Energy   -285.40330 Ha
Spin multiplicity   1
Kohn-Sham gap   0.3723 Ha
F_max   0.36 eV/A
HOMO   -9.128 eV

=====

The following is a DFT calculation (ωB97M-V/def2-TZVPD) of C4H5NO in the gas phase at a distorted geometry.

Positions of all 11 atoms, in Å:
C: 0.74 -1.02 -0.24
C: -0.55 -0.61 -0.46
C: 1.76 -0.09 0.40
C: -0.95 0.62 0.07
N: 1.84 1.12 0.32
O: -2.14 1.04 -0.36
H: 1.26 -2.02 -0.52
H: -1.25 -1.22 -1.11
H: 2.35 -0.72 1.06
H: -0.48 1.07 0.82
H: -2.58 1.83 0.02

Properties
Relative energy (zero: lowest compared OMol25 entry of this formula, charge and spin)   417.9 kJ/mol
Energy   -285.25542 Ha
Spin multiplicity   1
Kohn-Sham gap (spin up / spin down)   0.2524 / 0.3354 Ha
F_max   4.84 eV/A
HOMO (spin up / spin down)   -7.076 / -9.213 eV

=====

The following is a DFT calculation (ωB97M-V/def2-TZVPD) of C4H5NO in the gas phase.

Positions of all 11 atoms, in Å:
O: -1.31 1.17 -0.68
C: -1.22 -0.79 0.16
C: -0.75 0.61 0.54
C: 0.76 0.59 0.56
C: 1.11 -0.54 -0.05
N: -0.08 -1.29 -0.34
H: -0.74 0.89 -1.40
H: -1.24 1.15 1.36
H: 1.44 1.33 0.97
H: 2.08 -0.94 -0.31
H: -0.05 -2.18 -0.81

Properties
Relative energy (zero: lowest compared OMol25 entry of this formula, charge and spin)   320.0 kJ/mol
Energy   -285.29271 Ha
Spin multiplicity   1
Kohn-Sham gap   0.3364 Ha
F_max   0.95 eV/A
HOMO   -8.577 eV

=====

The following is a DFT calculation (ωB97M-V/def2-TZVPD) of a molecular structure, C4H5NO at a distorted geometry.

Positions of all 11 atoms, in Å:
O: -0.02 -2.27 0.89
C: 0.44 -1.16 0.95
C: 0.35 0.06 0.29
C: -0.42 0.16 -0.99
C: -0.70 1.55 -1.36
N: -0.91 2.65 -1.64
H: 1.13 -0.87 2.01
H: 1.03 0.86 0.59
H: 0.32 -0.27 1.98
H: -1.36 -0.40 -0.90
H: 0.14 -0.31 -1.82

Properties
Relative energy (zero: lowest compared OMol25 entry of this formula, charge and spin)   405.3 kJ/mol
Energy   -285.26022 Ha
Spin multiplicity   1
Kohn-Sham gap   0.3629 Ha
F_max   1.12 eV/A
HOMO   -9.653 eV

=====

The following is a DFT calculation (ωB97M-V/def2-TZVPD) of C4H5NO in the gas phase at a distorted geometry.

Positions of all 11 atoms, in Å:
O: -1.74 1.36 -0.57
C: -1.65 0.16 -0.43
C: -0.41 -0.55 0.06
C: 0.72 0.43 0.42
C: 2.03 -0.04 -0.03
N: 3.06 -0.41 -0.41
H: -2.50 -0.50 -0.67
H: -0.10 -1.25 -0.73
H: -0.69 -1.18 0.91
H: 0.76 0.60 1.50
H: 0.51 1.40 -0.05

Properties
Relative energy (zero: lowest compared OMol25 entry of this formula, charge and spin)   62.8 kJ/mol
SMILES   N#CCCC=O
Energy   -285.39067 Ha
Spin multiplicity   1
Kohn-Sham gap   0.4146 Ha
F_max   1.14 eV/A
HOMO   -10.590 eV

=====

The following is a DFT calculation (ωB97M-V/def2-TZVPD) of a molecular structure, C4H5NO.

Positions of all 11 atoms, in Å:
C: 0.36 1.16 1.67
C: 0.94 0.12 1.00
C: 1.04 -0.75 0.08
C: -0.17 -0.51 -0.74
O: -1.03 0.39 -0.49
N: -0.35 -1.29 -1.81
H: 0.79 2.16 1.57
H: -0.15 0.96 2.60
H: -0.60 0.94 0.51
H: -1.17 -1.18 -2.39
H: 0.33 -2.01 -2.00

Properties
Relative energy (zero: lowest compared OMol25 entry of this formula, charge and spin)   330.4 kJ/mol
Energy   -285.28876 Ha
Spin multiplicity   1
Kohn-Sham gap   0.3484 Ha
F_max   0.57 eV/A
HOMO   -8.635 eV